Density functional theory data (ωB97M-V/def2-TZVPD) for a gas-phase ion, CH3IN5 (charge +1) at a distorted geometry.

Calculated values
electronic energy	-610.949228	Ha
ΔE to the lowest compared entry with this formula, charge and spin	14.7	kcal per mole
orbital gap	0.30712	hartree
total charge	+1

Bonds (Å) are listed after each position.
Cartesian coordinates (Å):
1 C -0.61099 0.86830 -0.70594  N2 1.370, N3 1.286, I7 2.597, H8 1.141
2 N -0.66813 -0.40796 -1.20014  C1 1.370, N4 1.345, I7 2.034
3 N 0.17501 0.93044 0.31037  C1 1.286, N5 1.337
4 N 0.06382 -1.19788 -0.39493  N2 1.345, N5 1.277
5 N 0.48020 -0.36050 0.47399  N3 1.337, N4 1.277, N6 1.321
6 N 1.12672 -0.55883 1.60889  N5 1.321, H9 1.112, H10 0.975
7 I -1.55313 0.03381 -2.97787  C1 2.597, N2 2.034
8 H -1.27096 1.69512 -1.13333  C1 1.141
9 H 1.14773 0.46231 2.04904  N6 1.112
10 H 1.10973 -1.46481 1.96992  N6 0.975

Density functional theory data (ωB97M-V/def2-TZVPD) for a gas-phase ion, CH3IN5 (charge +1) at a distorted geometry.

Calculated values
electronic energy	-610.879829	Ha
ΔE to the lowest compared entry with this formula, charge and spin	33.7	kcal per mole
orbital gap (spin up / spin down)	0.28320 / 0.24472	hartree
multiplicity	3
total charge	+1

Bonds (Å) are listed after each position.
Cartesian coordinates (Å):
1 C 0.51727 0.57077 1.25509  N2 1.318, N4 1.383, H8 1.031
2 N 1.80246 0.47795 0.97721  C1 1.318, N3 1.282
3 N 1.97862 -0.25824 -0.05757  N2 1.282, N5 1.295
4 N -0.22669 0.01422 0.23079  C1 1.383, N5 1.420, N6 1.374
5 N 0.82474 -0.40575 -0.62614  N3 1.295, N4 1.420, I7 2.067
6 N -1.55197 -0.00354 -0.13022  N4 1.374, H9 0.994, H10 1.050
7 I 0.34584 -1.37577 -2.38743  N5 2.067
8 H 0.07002 1.13700 1.99101  C1 1.031
9 H -1.92162 -0.87893 -0.42043  N6 0.994
10 H -1.83867 0.72230 -0.83229  N6 1.050

Density functional theory data (ωB97M-V/def2-TZVPD) for 2 unconnected molecules or ions with the total composition CH3INP at a distorted geometry.

Calculated values
electronic energy	-733.523930	Ha
ΔE to the lowest compared entry with this formula, charge and spin	90.8	kcal per mole
orbital gap (spin up / spin down)	0.26697 / 0.31759	hartree

Bonds (Å) are listed after each position.
Cartesian coordinates (Å):
1 C -0.31556 -1.23936 -0.51309  I4 2.031, H5 1.067, H6 1.074
2 N 0.59290 1.23072 0.26873  P3 1.518
3 P -0.72205 1.57485 0.94468  N2 1.518, H7 1.501
4 I -1.48634 -1.65767 1.09304  C1 2.031
5 H -0.82003 -0.62123 -1.22159  C1 1.067
6 H 0.49413 -1.89576 -0.77162  C1 1.074
7 H -0.52459 2.97123 1.45895  P3 1.501

Density functional theory data (ωB97M-V/def2-TZVPD) for 2 unconnected molecules or ions with the total composition CH3IO at a distorted geometry.

Calculated values
electronic energy	-412.681594	Ha
ΔE to the lowest compared entry with this formula, charge and spin	78.3	kcal per mole
orbital gap (spin up / spin down)	0.30011 / 0.30008	hartree

Bonds (Å) are listed after each position.
Cartesian coordinates (Å):
1 C -0.28754 0.69423 0.17094  I3 2.053, H4 1.107, H5 1.040
2 O 1.04015 -1.15016 0.16713  H6 1.034
3 I -2.17776 -0.10671 0.15155  C1 2.053
4 H 0.32349 0.56186 1.08461  C1 1.107
5 H -0.08134 1.19311 -0.71765  C1 1.040
6 H 1.18300 -1.19233 -0.85658  O2 1.034

Density functional theory data (ωB97M-V/def2-TZVPD) for a single CH3IO2S2 molecule at a distorted geometry.

Calculated values
electronic energy	-1284.324145	Ha
SMILES	CO[S@](=O)(=S)I
ΔE to the lowest compared entry with this formula, charge and spin	74.3	kcal per mole
orbital gap (spin up / spin down)	0.26472 / 0.26470	hartree

Bonds (Å) are listed after each position.
Cartesian coordinates (Å):
1 C -1.44490 0.22106 0.19632  O3 1.357, H7 1.172, H8 1.142, H9 1.161
2 O 0.86190 -0.37174 -1.54523  S5 1.475
3 O -0.29928 0.12225 0.91739  C1 1.357, S5 2.090
4 S 2.16919 -1.82017 0.58254  S5 1.887
5 S 1.43206 -0.26367 -0.18876  O2 1.475, O3 2.090, S4 1.887, I6 2.416
6 I 2.78502 1.73609 -0.09051  S5 2.416
7 H -1.55967 0.96692 -0.70001  C1 1.172
8 H -2.27509 0.27275 0.97882  C1 1.142
9 H -1.66922 -0.86349 -0.15055  C1 1.161

Density functional theory data (ωB97M-V/def2-TZVPD) for a gas-phase ion, CH3IO3P (charge -1) at a distorted geometry.

Calculated values
electronic energy	-904.793150	Ha
SMILES	[O-]P(I)OCO
ΔE to the lowest compared entry with this formula, charge and spin	36.1	kcal per mole
orbital gap	0.26601	hartree
total charge	-1

Bonds (Å) are listed after each position.
Cartesian coordinates (Å):
1 C 0.80820 0.42539 -0.14691  O3 1.420, O4 1.368, H8 1.173, H9 1.073
2 O -2.01317 -2.15741 -0.06850  P5 1.459
3 O 2.17053 0.05414 0.00516  C1 1.420, H7 0.971
4 O -0.02319 -0.63588 0.08581  C1 1.368, P5 1.700
5 P -1.53020 -0.91049 -0.65173  O2 1.459, O4 1.700, I6 2.706
6 I -2.88027 1.07402 0.59798  P5 2.706
7 H 2.57155 0.20085 0.87746  O3 0.971
8 H 0.27369 1.26516 0.47277  C1 1.173
9 H 0.62287 0.68423 -1.17203  C1 1.073

Density functional theory data (ωB97M-V/def2-TZVPD) for 2 unconnected molecules or ions with the total composition CH3IO3S2 at a distorted geometry.

Calculated values
electronic energy	-1359.577688	Ha
ΔE to the lowest compared entry with this formula, charge and spin	35.4	kcal per mole
orbital gap (spin up / spin down)	0.29541 / 0.24163	hartree

Bonds (Å) are listed after each position.
Cartesian coordinates (Å):
1 C 0.28627 -0.88059 -0.04190  S6 1.786, H8 1.117, H9 1.139, H10 1.086
2 O 2.66846 0.99841 0.00062  S5 1.519
3 O -0.85909 1.00782 1.36088  S6 1.469
4 O -1.06790 1.18346 -1.14435  S6 1.447
5 S 1.63337 2.10724 0.07828  O2 1.519, S6 2.327
6 S -0.29544 0.80671 0.01946  C1 1.786, O3 1.469, O4 1.447, S5 2.327
7 I -3.38422 -1.50010 0.02801  no bonds
8 H -0.62710 -1.24501 -0.57162  C1 1.117
9 H 1.23304 -1.09038 -0.63912  C1 1.139
10 H 0.41262 -1.38757 0.90974  C1 1.086

Density functional theory data (ωB97M-V/def2-TZVPD) for 2 unconnected molecules or ions with the total composition CH3IOS at a distorted geometry.

Calculated values
electronic energy	-810.941920	Ha
ΔE to the lowest compared entry with this formula, charge and spin	28.3	kcal per mole
orbital gap (spin up / spin down)	0.32520 / 0.21940	hartree

Bonds (Å) are listed after each position.
Cartesian coordinates (Å):
1 C 0.70449 -0.37426 0.07202  S3 1.833, H5 1.113, H6 1.194, H7 1.079
2 O 0.03917 2.05465 -0.63734  S3 1.460
3 S -0.12201 1.19544 0.53210  C1 1.833, O2 1.460
4 I -3.21332 -0.71400 -0.00299  no bonds
5 H 1.74885 -0.45423 0.44755  C1 1.113
6 H 0.52047 -0.53224 -1.09711  C1 1.194
7 H 0.32234 -1.17537 0.68578  C1 1.079

Density functional theory data (ωB97M-V/def2-TZVPD) for 2 unconnected molecules or ions with the total composition CH3IOS2 at a distorted geometry.

Calculated values
electronic energy	-1209.092803	Ha
ΔE to the lowest compared entry with this formula, charge and spin	62.9	kcal per mole
orbital gap (spin up / spin down)	0.26192 / 0.23862	hartree

Bonds (Å) are listed after each position.
Cartesian coordinates (Å):
1 C -1.59572 0.01078 0.06961  H6 1.049, H7 1.120, H8 1.144
2 O 1.01859 -0.21100 -1.41058  S4 1.445
3 S 0.65199 -0.97128 1.29789  S4 2.023
4 S 1.84893 -0.52160 -0.26979  O2 1.445, S3 2.023, I5 2.462
5 I 2.86133 1.59985 0.46308  S4 2.462
6 H -2.26180 -0.14190 0.86488  C1 1.049
7 H -1.33846 -0.76844 -0.69224  C1 1.120
8 H -1.18486 1.00360 -0.32285  C1 1.144

Density functional theory data (ωB97M-V/def2-TZVPD) for a single CH3IOS2 molecule at a distorted geometry.

Calculated values
electronic energy	-1209.125521	Ha
ΔE to the lowest compared entry with this formula, charge and spin	42.4	kcal per mole
orbital gap	0.27602	hartree

Bonds (Å) are listed after each position.
Cartesian coordinates (Å):
1 C 1.27376 -0.04817 0.73808  S3 1.844, S4 1.856, H6 1.116, H7 1.043
2 O -0.49237 -0.67838 -1.16552  S4 1.594, H8 0.939
3 S 0.62202 1.64016 0.38447  C1 1.844, S4 1.987
4 S -0.52081 0.01872 0.26821  C1 1.856, O2 1.594, S3 1.987, I5 2.782
5 I -3.12392 0.67387 -0.46145  S4 2.782
6 H 2.06400 -0.56054 0.14009  C1 1.116
7 H 1.45129 -0.19887 1.75447  C1 1.043
8 H -1.27396 -0.84680 -1.65835  O2 0.939